Formula: C5H4O2
Source: OMol25
Level of theory: ωB97M-V/def2-TZVPD

Calculated values
Molecular weight   96.085 g mol⁻¹
Orbital gap   9.164 eV
SMILES   C=C/C=C1/OC1=O
Lowest unoccupied orbital energy   -0.141 eV
HOMO level   -9.304 eV

The geometry in ORCA input format:
```
! RIJCOSX wB97M-V def2-TZVPD def2/J DEFGRID3
* xyz 0 1
C 1.01319 -1.39024 0.34022
C 0.84456 -0.29647 1.08464
C -0.02685 0.83675 0.73190
C -0.73636 0.86551 -0.38127
O -1.65049 1.74714 -1.04435
C -1.32240 0.54203 -1.61672
O -1.58023 -0.07660 -2.59355
H 0.49974 -1.52603 -0.60988
H 1.67464 -2.18998 0.65642
H 1.37694 -0.20002 2.02794
H -0.09273 1.68791 1.40464
*
```

=====

Formula: C5H10BrP
Source: OMol25
Level of theory: ωB97M-V/def2-TZVPD

Calculated values
Molecular weight   181.013 g mol⁻¹
Orbital gap (spin up / spin down)   7.672 / 7.161 eV
Lowest unoccupied orbital energy (spin up / spin down)   0.749 / -2.187 eV
HOMO level (spin up / spin down)   -6.923 / -9.347 eV

The geometry in ORCA input format:
```
! RIJCOSX wB97M-V def2-TZVPD def2/J DEFGRID3
* xyz 0 3
C -1.18965 1.30545 0.86087
C -1.35782 0.32681 0.03877
C 2.28990 0.75514 -0.94890
C 1.25480 -1.30104 0.80591
C -2.31744 -0.41949 -0.67764
P 1.13928 -0.69633 -0.89887
Br -4.43203 -0.18798 0.13523
H -0.20980 1.72629 1.11414
H -2.13312 1.51354 1.33992
H 1.80464 1.41744 -1.54473
H 3.15271 0.47766 -1.50329
H 2.63430 0.99344 0.04966
H 0.61808 -2.21147 0.98409
H 1.21412 -0.50970 1.49370
H 2.30577 -1.60049 0.87152
H -2.37255 -1.43201 -0.39537
H -2.40118 -0.15727 -1.72501
*
```

=====

Formula: C6H10O
Source: OMol25
Level of theory: ωB97M-V/def2-TZVPD

Calculated values
Molecular weight   98.145 g mol⁻¹
Orbital gap   10.685 eV
SMILES   C[C@H]1OC[C@H]2C[C@H]21
Lowest unoccupied orbital energy   1.131 eV
HOMO level   -9.554 eV

The geometry in ORCA input format:
```
! RIJCOSX wB97M-V def2-TZVPD def2/J DEFGRID3
* xyz 0 1
C 1.05868 -0.33212 1.74602
C 0.69521 -0.77492 0.32329
O -0.71057 -1.11311 0.51252
C -1.55911 -0.62101 -0.50482
C -0.70430 0.35106 -1.27982
C -0.05436 1.49325 -0.55374
C 0.71403 0.23164 -0.80855
H 0.14063 -0.71833 2.13935
H 1.08724 0.75356 1.90586
H 1.91520 -0.81383 2.21463
H 1.28975 -1.66604 0.04960
H -1.90559 -1.44377 -1.14614
H -2.47005 -0.13802 -0.09497
H -0.90314 0.44443 -2.33356
H -0.35282 1.71811 0.46947
H 0.20665 2.36524 -1.14463
H 1.52948 0.22373 -1.52852
*
```

=====

Formula: C22H42ClF4IN3O4
Source: OMol25
Level of theory: ωB97M-V/def2-TZVPD

Calculated values
Molecular weight   650.944 g mol⁻¹
Orbital gap   6.480 eV
Lowest unoccupied orbital energy   -6.044 eV
HOMO level   -12.524 eV

The geometry in ORCA input format:
```
! RIJCOSX wB97M-V def2-TZVPD def2/J DEFGRID3
* xyz 1 1
C 3.16576 -2.13207 1.79948
O 2.42638 -1.43441 0.73632
C 0.97817 -1.68452 0.80064
C 0.13413 -0.66376 1.76578
N -1.20631 -1.35578 2.05223
I -1.76076 -1.19877 4.07367
C -2.34635 -0.84766 1.18622
C -3.32845 -2.16062 0.90310
O -3.20489 -2.95600 -0.19264
N -4.49116 -2.54351 1.84132
C -5.39958 -1.35334 2.08496
O -5.73663 -0.48249 1.12394
F -5.96689 -1.17910 3.46267
C -1.87889 -0.15175 -0.22273
N -0.87015 0.96595 -0.08403
C -0.04608 0.85863 1.18631
Cl -0.88294 2.02307 2.41886
C 1.40570 1.61276 0.83617
O 1.09613 3.07873 0.90424
C 2.16681 3.86736 0.27472
F 1.85812 5.31704 0.55236
F 2.08179 3.69707 -1.21078
F 3.47209 3.47327 0.85336
H 2.66268 -1.88991 2.83620
H 4.29096 -1.73670 1.76524
H 3.19044 -3.27907 1.53989
H 0.85790 -2.81078 1.17785
H 0.55238 -1.70139 -0.31461
H 0.70217 -0.59904 2.81153
H -1.16304 -2.40518 1.88376
H -2.95276 -0.01226 1.78309
H -4.12641 -2.94820 2.73140
H -1.56140 -1.00131 -0.96286
H -2.85913 0.34358 -0.69082
H -0.18216 0.81972 -0.88240
H 1.83711 1.28404 -0.20480
H 2.18638 1.39616 1.68861
C -4.22875 8.11220 0.18578
C -5.04464 6.88356 -0.18683
C -5.00692 5.78724 0.88137
C -3.62177 5.19299 1.15996
C -2.91289 4.58826 -0.05493
C -3.66076 3.40873 -0.65825
H -3.16626 7.87486 0.29116
H -4.32179 8.87516 -0.59320
H -4.58229 8.54431 1.12683
H -4.70301 6.49305 -1.15094
H -6.08816 7.19033 -0.33213
H -5.69457 4.98679 0.58675
H -5.40361 6.19257 1.82043
H -3.72622 4.42051 1.93177
H -2.97454 5.96442 1.59486
H -1.91948 4.24538 0.25858
H -2.74713 5.35054 -0.82225
H -3.79723 2.61362 0.08086
H -3.09390 2.99548 -1.49917
H -4.64394 3.70358 -1.03575
C 2.88765 -3.86039 -1.56218
C 3.21689 -5.09534 -2.38713
C 4.22901 -6.02237 -1.70845
C 5.61256 -5.41084 -1.46103
C 6.32867 -4.88642 -2.70855
C 6.62855 -5.97488 -3.72831
H 3.76871 -3.23089 -1.40797
H 2.13441 -3.25534 -2.07610
H 2.48652 -4.14081 -0.58353
H 3.57561 -4.79264 -3.37628
H 2.28996 -5.65800 -2.55557
H 4.33428 -6.92963 -2.31358
H 3.81964 -6.35058 -0.74503
H 6.24400 -6.16820 -0.98042
H 5.52513 -4.59144 -0.73708
H 7.27690 -4.43113 -2.39825
H 5.74521 -4.09018 -3.18070
H 7.25096 -6.76039 -3.28934
H 7.16954 -5.55135 -4.58107
H 5.71257 -6.43253 -4.11252
*
```

=====

Formula: C2H5NOS
Source: OMol25
Level of theory: ωB97M-V/def2-TZVPD

Calculated values
Molecular weight   91.135 g mol⁻¹
Orbital gap   9.653 eV
SMILES   CC(=O)NS
Lowest unoccupied orbital energy   0.737 eV
HOMO level   -8.917 eV

The geometry in ORCA input format:
```
! RIJCOSX wB97M-V def2-TZVPD def2/J DEFGRID3
* xyz 0 1
C 0.67678 0.92852 -0.06996
C 0.62892 -0.57227 -0.14680
O 1.60832 -1.24512 -0.29414
N -0.62566 -1.22989 0.04722
S -2.10313 -0.41899 -0.23586
H 0.05144 1.30706 -0.89190
H 1.67848 1.25321 -0.17411
H 0.25176 1.21277 0.92802
H -0.59828 -2.03401 0.66508
H -1.56865 0.79872 0.17245
*
```

=====

Formula: C7H13NO3S
Source: OMol25
Level of theory: ωB97M-V/def2-TZVPD

Calculated values
Molecular weight   191.252 g mol⁻¹
Orbital gap (spin up / spin down)   6.504 / 9.048 eV
Lowest unoccupied orbital energy (spin up / spin down)   0.824 / -0.134 eV
HOMO level (spin up / spin down)   -5.680 / -9.182 eV

The geometry in ORCA input format:
```
! RIJCOSX wB97M-V def2-TZVPD def2/J DEFGRID3
* xyz 0 3
C 0.29229 0.56942 0.25038
C -0.46874 -0.60167 3.44660
C 0.38446 0.36687 4.15754
C 0.85256 -1.25996 -1.88283
C -1.52442 -0.46608 -2.68553
C 0.56494 1.07994 -2.67253
C -0.13218 -0.11447 -1.96680
N -0.88441 1.20707 2.14978
O 1.46049 0.74885 0.50159
O -1.43534 0.07658 2.65686
O -0.48543 0.32669 -0.62553
S 0.13462 1.87922 3.22481
H 0.13549 -1.17324 2.62334
H -0.84027 -1.43745 4.10448
H 0.12871 0.51208 5.12815
H 1.42050 0.09231 3.92548
H 0.63290 -1.96651 -1.05766
H 0.70305 -1.89238 -2.72738
H 1.85764 -0.91139 -1.91646
H -2.03365 0.54435 -2.50735
H -2.05769 -1.27685 -2.18432
H -1.13635 -0.56551 -3.66080
H 1.30664 0.87554 -3.40737
H -0.02509 1.87087 -3.00354
H 1.14931 1.51573 -1.87091
*
```

=====

Formula: CH2Cl3N3
Source: OMol25
Level of theory: ωB97M-V/def2-TZVPD

Calculated values
Molecular weight   162.407 g mol⁻¹
Orbital gap (spin up / spin down)   8.450 / 8.449 eV
Lowest unoccupied orbital energy (spin up / spin down)   -0.713 / -0.714 eV
HOMO level (spin up / spin down)   -9.163 / -9.162 eV

The geometry in ORCA input format:
```
! RIJCOSX wB97M-V def2-TZVPD def2/J DEFGRID3
* xyz 0 1
C 0.88966 0.28148 -0.91157
N -1.15952 -0.82465 1.96260
N -1.51463 -0.04658 1.07584
N -0.85475 0.38163 0.07277
Cl 2.18893 0.39738 0.29164
Cl 1.04544 1.65147 -1.92722
Cl 0.89033 -1.21605 -1.74000
H -0.16424 -1.14413 1.94369
H -1.32122 0.51944 -0.76775
*
```

=====

Formula: CH2Cl2N2
Source: OMol25
Level of theory: ωB97M-V/def2-TZVPD

Calculated values
Molecular weight   112.947 g mol⁻¹
Orbital gap   8.848 eV
Lowest unoccupied orbital energy   -0.884 eV
HOMO level   -9.732 eV

The geometry in ORCA input format:
```
! RIJCOSX wB97M-V def2-TZVPD def2/J DEFGRID3
* xyz 0 1
C 0.43494 0.04298 -0.02827
N 1.14770 -1.00217 0.13054
N -0.82013 0.09242 -0.34806
Cl -1.90698 -1.28287 0.03756
Cl -1.74414 1.62149 -0.20253
H 0.72073 1.38642 0.06823
H 2.16788 -0.85826 0.34252
*
```

=====

Question: What is the formula in the fourth record?
Answer: C22H42ClF4IN3O4